{
  "formula": "C27H47FInO6",
  "method": "the ωB97M-V functional and the def2-TZVPD basis",
  "gap_ha": 0.22394,
  "charge": -1,
  "species": ["C", "C", "C", "C", "In", "F", "C", "C", "O", "C", "C", "C", "C", "C", "C", "H", "H", "H", "H", "H", "H", "H", "H", "H", "H", "H", "H", "H", "H", "H", "H", "H", "C", "C", "O", "C", "H", "H", "H", "H", "H", "H", "C", "C", "O", "C", "H", "H", "H", "H", "H", "H", "C", "C", "O", "C", "H", "H", "H", "H", "H", "H", "C", "C", "O", "C", "H", "H", "H", "H", "H", "H", "C", "C", "O", "C", "H", "H", "H", "H", "H", "H"],
  "xyz": [[3.774, 2.270, 2.127], [4.751, 3.239, 1.186], [4.900, 2.424, -0.256], [4.044, 4.732, 0.934], [1.855, 4.328, 0.519], [1.474, 3.003, -1.072], [0.597, 6.213, 0.216], [-0.865, 5.727, -0.429], [-1.487, 6.343, -1.438], [-1.530, 4.360, 0.264], [-2.162, 3.124, -0.651], [-2.761, 1.833, 0.203], [-2.707, 1.767, 1.840], [-2.068, 3.009, 2.718], [-1.487, 4.327, 1.935], [3.043, 1.600, 1.472], [3.198, 2.870, 2.960], [4.500, 1.526, 2.711], [5.794, 3.393, 1.697], [5.853, 2.888, -0.787], [4.001, 2.601, -0.985], [4.979, 1.257, -0.096], [4.479, 5.294, 0.004], [4.093, 5.383, 1.934], [1.192, 3.525, 2.025], [1.131, 7.012, -0.485], [0.308, 6.698, 1.267], [-2.176, 3.211, -1.825], [-3.242, 0.964, -0.419], [-3.123, 0.839, 2.447], [-1.994, 3.009, 3.909], [-1.023, 5.212, 2.572], [-0.164, -2.117, 2.785], [-1.669, -2.163, 2.773], [-2.326, -1.391, 2.076], [-2.338, -3.190, 3.647], [0.180, -1.328, 2.107], [0.193, -1.892, 3.793], [0.240, -3.073, 2.442], [-2.078, -3.013, 4.693], [-2.031, -4.194, 3.342], [-3.425, -3.107, 3.536], [4.202, -2.940, 1.388], [5.232, -1.890, 1.706], [4.943, -0.891, 2.363], [6.629, -2.109, 1.190], [3.240, -2.649, 1.823], [4.083, -3.028, 0.305], [4.504, -3.899, 1.816], [6.618, -2.159, 0.098], [7.040, -3.031, 1.610], [7.264, -1.271, 1.496], [-5.149, -3.612, 1.021], [-5.449, -4.985, 1.561], [-4.895, -5.408, 2.574], [-6.453, -5.821, 0.812], [-4.408, -3.124, 1.662], [-4.740, -3.692, 0.010], [-6.060, -3.008, 1.017], [-6.102, -5.999, -0.208], [-7.421, -5.315, 0.799], [-6.569, -6.787, 1.316], [4.792, 4.869, -5.036], [4.039, 5.267, -3.795], [4.563, 5.962, -2.926], [2.621, 4.782, -3.659], [5.802, 5.290, -4.999], [4.869, 3.780, -5.091], [4.283, 5.260, -5.921], [2.601, 3.690, -3.652], [2.015, 5.169, -4.482], [2.202, 5.146, -2.714], [-4.808, -6.664, -4.786], [-5.561, -6.266, -3.545], [-5.037, -5.571, -2.676], [-6.979, -6.751, -3.409], [-3.798, -6.243, -4.749], [-4.731, -7.753, -4.841], [-5.317, -6.273, -5.671], [-6.999, -7.844, -3.402], [-7.585, -6.364, -4.232], [-7.398, -6.387, -2.464]],
  "forces_ev_per_a": [[1.393, -0.362, 0.754], [-1.424, -0.167, -0.561], [0.650, 0.840, 0.069], [0.682, -0.644, 0.096], [-0.097, -0.189, 0.893], [0.303, 0.638, 0.383], [-2.290, 0.749, -0.804], [-1.457, 1.995, -2.794], [3.353, -3.663, 5.285], [-0.983, -1.738, 1.440], [0.118, 0.278, 5.320], [1.533, 3.049, 1.585], [1.383, 3.281, -1.406], [-0.007, 0.804, -4.210], [-1.695, -3.782, -1.939], [1.427, 1.716, 1.422], [0.991, -1.168, -1.917], [-1.581, 1.415, -1.336], [-1.841, -0.566, -0.981], [-1.790, -1.297, 0.897], [1.394, -0.185, 1.638], [0.140, 2.364, -0.235], [-0.350, -0.962, 1.944], [0.063, -1.289, -2.217], [0.089, 0.320, -0.628], [-1.586, -1.526, 1.468], [0.793, -1.059, -2.161], [0.071, -0.263, 2.788], [1.094, 1.776, 1.534], [0.992, 2.133, -1.724], [-0.290, -0.225, -2.983], [-1.053, -2.107, -1.738], [0.047, 0.429, -0.390], [-0.758, 0.999, -0.872], [0.736, -1.133, 0.870], [-0.465, 0.185, -0.102], [-0.097, -0.137, 0.165], [0.052, -0.200, -0.042], [0.027, -0.026, 0.224], [0.128, -0.173, -0.055], [0.031, 0.030, 0.195], [0.304, -0.091, 0.084], [-0.406, 0.180, 0.204], [-0.466, 1.578, 1.006], [0.472, -1.597, -0.881], [0.243, 0.408, 0.149], [0.232, -0.017, -0.100], [0.092, -0.175, 0.065], [0.038, -0.037, -0.217], [0.041, -0.195, 0.069], [-0.040, -0.063, -0.212], [-0.188, -0.167, -0.067], [0.348, 0.028, 0.401], [0.720, -0.350, 1.172], [-0.667, 0.414, -1.171], [-0.002, -0.490, 0.272], [-0.201, -0.059, -0.244], [-0.221, 0.071, -0.039], [0.042, -0.039, -0.222], [-0.124, 0.215, -0.044], [0.079, 0.036, -0.203], [0.032, 0.213, -0.058], [0.526, 0.204, 0.037], [0.329, 0.898, 1.363], [-0.497, -0.831, -1.211], [0.068, 0.275, 0.404], [-0.207, -0.079, 0.014], [-0.157, 0.060, -0.146], [-0.049, -0.221, -0.001], [-0.147, 0.075, -0.054], [0.017, -0.184, -0.076], [0.084, -0.197, -0.224], [0.438, 0.243, 0.111], [0.744, 0.957, 1.166], [-0.708, -0.932, -1.077], [-0.107, 0.201, 0.442], [-0.247, -0.083, 0.018], [-0.152, 0.059, -0.158], [-0.034, -0.223, 0.002], [-0.086, 0.062, -0.202], [0.028, -0.220, -0.035], [0.107, -0.067, -0.213]],
  "mulliken_charge": [-0.8190, 0.2986, -0.7542, -0.9723, 1.0187, -0.7565, -0.9622, 0.4559, -0.6324, 0.2779, -0.3683, -0.3759, -0.1181, -0.3935, -0.1266, 0.2201, 0.1844, 0.1679, 0.3298, 0.2610, 0.1201, 0.1141, 0.2589, 0.2205, -0.3311, 0.2266, 0.2775, 0.2738, 0.2674, 0.2740, 0.2198, 0.1608, -1.1274, 0.8407, -0.5117, -1.1650, 0.3361, 0.3508, 0.3323, 0.4024, 0.3049, 0.2505, -0.8807, 0.8482, -0.5065, -1.2130, 0.0806, 0.3393, 0.3345, 0.3235, 0.3915, 0.2810, -0.4792, 0.8133, -0.5694, -0.7775, -0.1906, 0.2414, 0.3252, -0.0472, 0.3411, 0.3148, -1.1751, 0.8538, -0.5577, -0.7452, 0.3051, 0.3054, 0.3276, 0.3082, 0.4254, -0.0517, -1.1039, 0.8288, -0.5276, -0.9890, 0.2925, 0.3174, 0.3270, 0.3106, 0.3402, 0.2063]
}